(1)
Molecular formula: C4H12S2
Method: DFT, wB97M-V/def2-TZVPD

ORCA input file:
```
! RIJCOSX wB97M-V def2-TZVPD def2/J DEFGRID3
* xyz 0 1
H -2.122 2.178 1.297
C 0.962 -1.524 -0.528
H -1.134 0.743 -2.195
S -1.528 2.015 -1.971
H 2.719 -1.908 0.509
S 0.341 -3.116 -0.223
H 2.274 -0.179 0.352
H 0.240 1.409 -0.526
H -0.918 0.873 1.539
H -0.579 -2.743 0.692
H -0.477 2.993 -0.108
H 0.102 -0.835 -0.424
H 1.482 -1.199 1.595
C -1.584 1.352 0.802
C -0.710 1.925 -0.287
H -2.322 0.607 0.459
H 1.368 -1.403 -1.550
C 1.884 -1.189 0.568
*
```

Values from the calculation:
**Orbital gap**: 9.751 eV
**HOMO level**: -9.024 eV
**Energy relative to the best compared isomer or geometry (same formula, charge and spin)**: 74.3 kJ/mol

(2)
Molecular formula: C2HClNOS2
Method: DFT, wB97M-V/def2-TZVPD

ORCA input file:
```
! RIJCOSX wB97M-V def2-TZVPD def2/J DEFGRID3
* xyz -1 1
C 0.652 1.119 0.660
H -2.005 -1.061 -1.518
O -0.458 1.799 0.818
N 0.847 -0.151 0.365
C -0.025 -0.956 -0.194
S -0.131 -2.490 0.278
S -1.070 -0.201 -1.471
Cl 2.190 1.941 1.062
*
```

Values from the calculation:
**Orbital gap**: 7.761 eV
**HOMO level**: -4.484 eV
**Energy relative to the best compared isomer or geometry (same formula, charge and spin)**: 36.0 kJ/mol

(3)
Molecular formula: C31H24Cl5N7O4PtS
Method: DFT, wB97M-V/def2-TZVPD

ORCA input file:
```
! RIJCOSX wB97M-V def2-TZVPD def2/J DEFGRID3
* xyz 0 1
C 3.237 -2.525 -0.074
H -1.475 -5.003 -4.604
C 3.787 -1.538 0.727
H -1.141 -2.380 3.258
C -3.090 2.049 5.788
H 3.134 -3.536 0.301
C 0.033 -3.798 -5.593
C -1.232 -2.231 0.668
H 2.324 2.542 -1.019
S -1.516 -0.061 -4.324
H -1.286 -3.850 -2.452
H 3.872 3.251 -1.524
Cl -4.525 5.905 -0.154
O 0.208 -1.880 -1.957
C 0.717 0.297 2.460
O 3.799 1.227 -1.685
C 1.127 -2.167 -4.164
C -1.312 0.514 6.090
C 2.976 -0.946 -1.853
C 3.574 0.035 -1.063
N -0.251 0.411 -3.660
H -0.092 -4.268 -6.560
Cl -1.686 6.892 -1.007
N -0.225 -0.159 6.633
H -3.708 2.867 6.138
C -1.210 2.891 -1.107
C -2.576 0.484 3.994
H -2.133 -2.288 1.284
C -2.007 5.203 -0.892
C 0.755 0.768 1.194
C -1.557 0.004 4.822
C 3.409 2.425 -0.994
C -0.746 -4.209 -4.486
Pt -0.069 0.137 -1.701
C -0.299 -1.752 3.525
C 2.072 -1.144 -4.145
O -0.186 2.133 -1.390
C -2.506 2.478 -0.707
H -0.699 -3.185 0.732
H 4.447 0.505 0.832
H 4.104 -1.764 1.737
H 3.754 2.428 0.039
N -0.604 -0.962 4.680
H 0.552 -2.377 3.783
H -2.761 0.079 3.005
H 1.546 -2.477 -6.265
H 1.163 1.692 0.817
H 1.127 0.678 3.384
H 3.037 0.374 -3.385
C -3.513 3.400 -0.423
Cl -2.846 0.788 -0.582
H -1.515 -2.081 -0.368
C -1.007 4.287 -1.174
N 0.193 -1.020 5.784
C -2.089 1.560 6.597
H -4.129 1.935 3.903
C -3.276 4.768 -0.511
C 2.841 -2.234 -1.371
C 0.938 -2.804 -5.426
C 0.261 -2.510 -3.074
Cl 0.569 4.821 -1.638
H 2.453 -3.012 -2.014
N 0.005 -0.888 2.394
C -3.330 1.517 4.503
H 2.373 -0.748 -5.113
C -0.635 -3.587 -3.275
C -0.368 -1.100 1.105
C 3.974 -0.256 0.223
N 0.083 -0.106 0.363
H -1.899 1.960 7.586
Cl -5.071 2.843 0.066
O -2.522 -0.765 -3.518
N 2.647 -0.538 -3.164
*
```

Values from the calculation:
**Orbital gap**: 6.625 eV
**HOMO level**: -7.691 eV
**Energy relative to the best compared isomer or geometry (same formula, charge and spin)**: 31.5 kJ/mol